ORCA calculation (wB97M-V/def2-TZVPD) on an isolated molecule of C5H8N2O2S at a distorted geometry.

```
18
Properties=species:S:1:pos:R:3:forces:R:3
H -3.257 1.331 -0.489 -1.0 -0.7 0.0
H -2.410 0.815 1.981 -0.7 -0.6 -2.2
H 1.388 -1.779 1.117 -2.3 -0.1 0.9
O 2.196 -1.596 0.694 2.6 1.4 -2.3
N 0.934 0.031 -0.242 -0.9 2.5 -0.8
C -1.223 0.532 0.234 3.2 -0.3 -0.5
H 0.897 0.956 -0.776 -0.5 -1.5 0.6
C -2.456 0.161 0.997 0.1 -0.9 2.9
N -0.192 -0.348 0.450 -0.2 -0.1 0.2
H -2.416 -0.877 1.468 0.1 1.1 -1.1
H 3.006 0.214 -1.999 -0.1 -0.6 1.8
S -4.686 -0.641 -0.534 0.7 0.5 0.5
H 3.945 -0.900 -0.938 0.2 0.2 0.1
C -3.523 0.358 -0.004 -0.6 1.0 -0.4
C 2.071 -0.534 -0.153 -1.4 -2.3 1.7
H 3.612 0.845 -0.390 -0.1 -1.4 -0.7
C 3.215 -0.096 -0.910 1.5 2.0 -1.3
O -1.100 1.527 -0.506 -0.6 -0.4 0.6
```
Positions in Å, forces in eV/Å.

* largest force on an atom: 3.7 eV/A
* Kohn-Sham gap: 8.4 eV
* E_HOMO: -8.30 eV
* E: -23222.9506 eV
* energy above the lowest of the compared OMol25 structures with the same formula, charge and spin: 303.7 kJ/mol
* LUMO level: 0.09 eV


ORCA calculation (wB97M-V/def2-TZVPD) on a cluster of 2 separate species, C5H8N2O3 in total at a distorted geometry.

```
18
Properties=species:S:1:pos:R:3:forces:R:3
H 1.086 -2.315 2.156 -0.4 0.3 -0.3
H 1.259 0.467 -0.348 -0.2 -0.1 0.1
H 2.148 -1.087 1.395 -0.8 1.6 0.9
N -0.501 1.367 -2.258 0.1 0.6 0.1
H 1.077 -0.840 -1.490 -0.2 0.0 0.2
N -1.867 0.088 -1.034 0.4 0.1 0.7
H 1.382 0.961 3.140 -0.3 0.0 0.1
H -0.334 -2.163 0.080 0.0 0.3 0.0
C -0.626 0.394 -1.293 -0.5 -0.4 -0.5
C 1.112 -1.395 1.566 -1.5 -1.9 -1.1
O -2.599 0.986 -1.781 -0.5 -0.1 -0.3
H 0.156 0.639 2.006 3.7 1.5 1.1
O -0.331 -0.744 1.617 2.3 -0.4 0.1
C 0.206 -1.271 0.411 -0.4 -1.1 -0.1
C -1.731 1.700 -2.480 0.4 -0.4 -0.3
H -2.129 2.389 -3.221 0.2 -0.1 0.4
C 0.549 -0.299 -0.690 0.4 0.2 -0.1
O 1.144 1.124 2.224 -2.7 -0.2 -0.8
```
Positions in Å, forces in eV/Å.

* largest force on an atom: 4.2 eV/A
* Kohn-Sham gap: 10.8 eV
* E_HOMO: -10.00 eV
* E: -14433.5665 eV
* energy above the lowest of the compared OMol25 structures with the same formula, charge and spin: 403.1 kJ/mol
* LUMO level: 0.84 eV


ORCA calculation (wB97M-V/def2-TZVPD) on an isolated molecule of C5H8N2O3 at a distorted geometry.

```
18
Properties=species:S:1:pos:R:3:forces:R:3
H 1.798 0.234 2.155 1.4 0.4 0.7
O 1.053 -2.943 -0.113 0.6 1.2 1.7
H 0.427 -1.774 -1.400 0.2 -1.3 0.0
N -0.184 2.020 0.162 -0.5 1.5 1.1
C -0.021 -0.215 -0.602 4.8 -2.1 4.4
C 0.975 -0.639 0.495 -3.9 0.2 -3.6
H 1.373 -1.459 2.446 0.0 0.0 0.8
C -1.820 1.231 -1.543 0.8 -0.5 -1.3
H 0.466 1.019 1.323 0.9 0.4 0.7
N 1.048 0.180 1.533 -1.3 1.6 0.7
H -1.613 1.834 -2.476 0.2 -0.5 1.1
H -0.650 3.003 0.262 0.5 -2.8 -1.1
C 1.210 -2.071 0.750 0.4 -1.1 -1.1
H -2.157 0.251 -1.922 0.1 0.4 0.3
H -2.621 1.714 -1.030 -0.6 0.3 0.4
C -0.623 1.062 -0.590 -1.8 2.2 -1.5
O -0.286 -1.145 -1.498 -1.1 0.6 -1.5
O 1.623 -2.301 2.048 -0.6 -0.4 -2.0
```
Positions in Å, forces in eV/Å.

* largest force on an atom: 6.8 eV/A
* Kohn-Sham gap (alpha / beta): 7.2 / 7.2 eV
* E_HOMO (alpha / beta): -7.81 / -7.80 eV
* E: -14435.4762 eV
* energy above the lowest of the compared OMol25 structures with the same formula, charge and spin: 218.8 kJ/mol
* LUMO level (alpha / beta): -0.60 / -0.58 eV


ORCA calculation (wB97M-V/def2-TZVPD) on an isolated molecule of C5H8N2O3Si at a distorted geometry.

```
19
Properties=species:S:1:pos:R:3:forces:R:3
H -1.979 -1.837 -0.470 2.0 -1.1 1.2
N 0.974 -0.556 0.184 -3.4 0.4 1.8
N 0.818 1.446 -1.913 -8.5 2.4 -2.2
C 0.334 1.850 1.505 0.1 -0.6 1.1
C -1.168 -2.389 0.190 0.5 0.2 0.1
H -0.654 2.024 0.902 2.1 -0.4 0.9
C 1.355 0.736 0.870 6.9 2.4 0.9
C -0.106 -1.320 0.916 -1.5 0.1 6.4
O 2.686 1.021 0.922 -8.6 -2.0 -0.6
C -0.471 1.904 -2.210 -2.4 -1.2 3.6
H 1.692 -0.998 -2.332 -0.1 -0.1 0.0
O -0.262 -1.221 2.265 1.4 -0.1 -8.3
H -0.722 -0.697 -1.982 -0.1 -0.3 0.1
O -1.796 2.213 -2.147 10.7 -2.0 -1.1
Si 0.629 -0.347 -1.568 1.1 1.3 0.0
H 0.000 1.453 2.575 0.7 0.6 -2.4
H 0.949 2.848 1.712 -1.3 -2.4 -0.9
H -1.794 -3.003 1.001 1.9 1.6 -1.5
H -0.486 -3.129 -0.418 -1.6 1.4 0.9
```
Positions in Å, forces in eV/Å.

* largest force on an atom: 11.0 eV/A
* Kohn-Sham gap: 9.6 eV
* E_HOMO: -10.33 eV
* E: -22310.2529 eV
* energy above the lowest of the compared OMol25 structures with the same formula, charge and spin: 668.6 kJ/mol
* LUMO level: -0.77 eV


ORCA calculation (wB97M-V/def2-TZVPD) on a cluster of 2 separate species, C5H8N2OS in total at a distorted geometry.

```
17
Properties=species:S:1:pos:R:3:forces:R:3
N -2.975 -0.794 0.351 -0.3 1.1 2.6
C 0.801 -0.951 -0.072 -2.8 1.6 0.8
H 0.287 2.980 0.273 1.1 0.2 -0.3
H -0.199 -2.685 0.905 0.6 0.7 -0.5
H -3.416 -1.085 -0.447 -0.7 -1.1 -2.9
C 0.210 -2.300 -0.062 1.3 -1.6 0.2
H 1.464 2.968 -1.172 -0.3 0.2 2.1
H 2.070 3.199 0.540 0.8 0.2 0.6
O 2.076 -0.792 0.055 1.7 -2.2 -0.6
C 0.259 0.326 -0.128 -3.2 -1.1 0.4
H 0.994 -3.066 -0.442 -1.4 1.3 0.5
H -3.810 -0.708 0.981 1.6 0.2 0.1
N 2.418 0.473 -0.025 1.5 3.2 0.6
S -2.228 0.707 0.061 2.8 -0.3 -0.3
C 1.331 2.717 -0.039 -1.9 -0.6 -3.1
C 1.338 1.230 -0.064 0.0 -1.3 0.5
H -0.622 -2.217 -0.718 -0.7 -0.5 -0.7
```
Positions in Å, forces in eV/Å.

* largest force on an atom: 3.7 eV/A
* Kohn-Sham gap (alpha / beta): 8.1 / 8.1 eV
* E_HOMO (alpha / beta): -8.87 / -8.87 eV
* E: -21172.8133 eV
* energy above the lowest of the compared OMol25 structures with the same formula, charge and spin: 559.9 kJ/mol
* LUMO level (alpha / beta): -0.73 / -0.73 eV


ORCA calculation (wB97M-V/def2-TZVPD) on a cluster of 2 separate species, C5H8N2P in total at a distorted geometry.

```
16
Properties=species:S:1:pos:R:3:forces:R:3
C 1.559 -0.868 0.876 -0.9 -1.6 0.3
C -0.073 0.437 0.174 0.0 2.0 -0.7
N 1.113 0.978 -0.208 -1.3 -3.6 2.5
H -0.617 -1.267 1.157 1.6 0.7 -0.4
H 1.199 1.729 -0.781 0.3 2.8 -1.9
H 1.814 -1.852 1.240 1.0 0.4 0.1
N 0.188 -0.682 0.817 -1.5 0.2 0.3
H 3.124 0.216 -0.189 0.2 0.3 0.4
H -1.354 1.913 -0.723 0.6 0.7 -1.3
H -2.040 -2.738 1.024 -0.4 -0.2 0.3
C 2.134 0.156 0.225 0.2 -0.3 -0.7
H -1.928 1.440 0.684 -0.9 0.1 2.3
H -2.073 0.223 -0.615 1.3 1.9 1.0
C -1.403 1.052 -0.117 -0.3 -3.0 -1.8
C -2.550 -2.330 0.176 0.0 0.4 -1.6
P -3.071 -1.828 -1.194 0.1 -0.8 1.3
```
Positions in Å, forces in eV/Å.

* largest force on an atom: 4.6 eV/A
* Kohn-Sham gap: 10.3 eV
* E_HOMO: -13.75 eV
* E: -17575.1060 eV
* total charge: +1
* energy above the lowest of the compared OMol25 structures with the same formula, charge and spin: 83.4 kJ/mol
* LUMO level: -3.41 eV


ORCA calculation (wB97M-V/def2-TZVPD) on an isolated molecule of C5H8N2S at a distorted geometry.

```
16
Properties=species:S:1:pos:R:3:forces:R:3
H -1.380 -1.220 2.125 -0.2 1.5 -2.2
C 1.059 -0.009 0.513 1.4 0.0 -1.6
N -2.625 -0.494 0.253 1.8 -0.8 0.9
C -1.378 -0.733 1.066 -3.6 0.0 0.2
H 2.538 1.626 -0.091 -2.1 0.0 0.7
C 1.406 1.470 0.094 -1.1 -0.3 -2.4
C -2.231 -0.160 -0.985 0.3 -2.1 4.6
H 1.416 -0.050 1.520 -0.5 -0.4 0.8
H 0.914 1.923 0.925 0.5 1.5 0.6
S 2.251 -1.069 -0.413 -0.3 -0.7 0.0
N -0.888 -0.171 -1.020 -0.5 0.5 2.6
C -0.362 -0.382 0.283 0.7 0.4 -1.8
H -0.303 -0.097 -1.763 1.8 0.5 -2.6
H -2.984 -0.234 -1.712 -0.2 0.6 -1.4
H 0.760 1.874 -0.844 1.8 -1.2 1.9
H 1.807 -2.274 0.049 0.2 0.5 -0.2
```
Positions in Å, forces in eV/Å.

* largest force on an atom: 5.0 eV/A
* Kohn-Sham gap: 9.7 eV
* E_HOMO: -8.95 eV
* E: -19128.5454 eV
* energy above the lowest of the compared OMol25 structures with the same formula, charge and spin: 181.0 kJ/mol
* LUMO level: 0.74 eV


ORCA calculation (wB97M-V/def2-TZVPD) on a structure of composition C5H8N2S at a distorted geometry.

```
16
Properties=species:S:1:pos:R:3:forces:R:3
S -1.495 -0.943 0.274 -0.8 -0.5 0.4
C -0.750 1.304 -0.312 -1.0 -0.2 0.7
H 1.061 -0.742 1.814 0.2 0.1 -0.2
C 1.042 0.139 1.148 -0.3 1.4 1.9
C 0.890 -0.473 -1.021 1.3 -0.5 -0.8
H 3.122 0.033 0.836 -0.1 0.1 0.0
H 0.830 1.072 1.790 0.3 -1.5 -0.8
N 2.274 0.353 0.384 0.5 -0.2 0.1
C -0.004 -0.018 0.068 1.3 1.6 -0.6
H -2.693 0.586 -1.187 -0.1 0.3 0.0
H -2.809 1.036 0.553 -0.1 0.5 -0.2
C -2.162 0.693 -0.244 -0.2 -0.9 0.0
N 2.151 -0.302 -0.852 -1.3 0.2 0.5
H -0.681 2.079 0.457 0.4 -0.1 -0.2
H -0.523 1.724 -1.280 0.3 0.1 -0.3
H 0.536 -0.927 -1.917 -0.3 -0.2 -0.6
```
Positions in Å, forces in eV/Å.

* largest force on an atom: 2.4 eV/A
* Kohn-Sham gap: 9.5 eV
* E_HOMO: -8.69 eV
* E: -19128.3289 eV
* energy above the lowest of the compared OMol25 structures with the same formula, charge and spin: 201.9 kJ/mol
* LUMO level: 0.79 eV


- Which value of energy above the lowest of the compared OMol25 structures with the same formula, charge and spin does entry 8 give?
  201.9 kJ/mol


- What is the E in the fourth record?
  -22310.2529 eV


- E of number 5 (C5H8N2OS)?
  -21172.8133 eV